(1)
This record from OMol25 describes one molecule with the formula C4H10O2S2. The level of theory is ωB97M-V/def2-TZVPD.

Calculated values
ΔE to the lowest compared entry with this formula, charge and spin, kJ/mol: 245.9
HOMO-LUMO gap, hartree: 0.3507
Strongest force on any atom, eV/Å: 4.66
SMILES: C[C@H](O)C(S)(S)CO
Highest occupied orbital energy, eV: -9.123
Total charge: 0

```
18
C4H10O2S2 | OMol25 | ωB97M-V/def2-TZVPD
C -1.701 0.262 -1.109
C -1.200 0.312 0.357
O -1.379 1.656 0.830
C 0.315 0.039 0.246
S 1.128 1.321 -0.761
S 1.064 0.352 2.047
C 0.672 -1.386 0.004
O 2.074 -1.597 -0.098
H -1.195 0.725 -1.901
H -1.699 -0.842 -1.473
H -2.687 0.446 -1.278
H -1.718 -0.256 1.093
H -0.558 2.145 1.075
H 2.042 0.623 -1.583
H 1.864 1.400 1.818
H 0.073 -1.737 -0.899
H 0.252 -1.957 0.902
H 2.652 -1.506 0.729
```

---

(2)
This record from OMol25 describes one molecule with the formula C3H6N2. The level of theory is ωB97M-V/def2-TZVPD.

Calculated values
ΔE to the lowest compared entry with this formula, charge and spin, kJ/mol: 242.7
HOMO-LUMO gap, hartree: 0.3988
Strongest force on any atom, eV/Å: 1.56
Highest occupied orbital energy, eV: -9.950
Total charge: 0

```
11
C3H6N2 | OMol25 | ωB97M-V/def2-TZVPD
C -1.015 -0.776 0.538
N 0.421 -0.611 0.369
C 0.892 0.215 -0.637
C -0.259 2.071 -0.623
N 0.875 1.893 -0.289
H -1.527 0.175 0.746
H -1.203 -1.476 1.358
H -1.450 -1.206 -0.371
H 0.917 -0.489 1.241
H 1.965 0.190 -0.748
H 0.384 0.013 -1.584
```

---

(3)
This record from OMol25 describes a 2-piece molecular cluster, CH5NO overall. The level of theory is ωB97M-V/def2-TZVPD.

Calculated values
ΔE to the lowest compared entry with this formula, charge and spin, kJ/mol: 144.4
HOMO-LUMO gap (spin up / spin down), hartree: 0.4104 / 0.0982
Multiplicity: 2
⟨S²⟩: 0.757
Strongest force on any atom, eV/Å: 2.48
Highest occupied orbital energy (spin up / spin down), eV: -14.916 / -13.201
Total charge: +1

```
8
CH5NO | OMol25 | ωB97M-V/def2-TZVPD
N -1.745 -1.202 2.212
H -1.417 -1.287 3.177
H -1.207 -0.610 1.570
H -1.825 -2.104 1.714
O 0.871 1.094 -1.192
C 1.559 1.279 -2.140
H 1.616 0.595 -3.032
H 2.148 2.236 -2.309
```

---

(4)
This record from OMol25 describes C3H4CaO2 as an isolated structure. The level of theory is ωB97M-V/def2-TZVPD.

Calculated values
ΔE to the lowest compared entry with this formula, charge and spin, kJ/mol: 0.0
HOMO-LUMO gap, hartree: 0.2702
Strongest force on any atom, eV/Å: 2.56
Highest occupied orbital energy, eV: -8.080
Total charge: 0

```
10
C3H4CaO2 | OMol25 | ωB97M-V/def2-TZVPD
C -1.693 0.880 -0.713
C -1.833 0.013 -1.737
O 1.197 -0.259 0.908
C 1.573 -0.549 2.064
O 0.365 -0.721 2.805
H -1.498 1.912 -1.052
H -2.067 0.306 -2.769
H 0.500 -1.163 3.649
Ca -0.907 0.177 1.245
H -1.960 -1.089 -1.460
```

---

(5)
This record from OMol25 describes a 2-piece molecular cluster, C5H9ClN2O4 overall. The level of theory is ωB97M-V/def2-TZVPD.

Calculated values
ΔE to the lowest compared entry with this formula, charge and spin, kJ/mol: 0.0
HOMO-LUMO gap, hartree: 0.3976
Strongest force on any atom, eV/Å: 3.92
SMILES: COC1(OC)CON=N1.O=CCl
Highest occupied orbital energy, eV: -10.169
Total charge: 0

```
21
C5H9ClN2O4 | OMol25 | ωB97M-V/def2-TZVPD
C 0.811 0.212 1.599
O 0.454 0.937 0.432
C -0.456 0.309 -0.406
O 0.038 0.279 -1.733
C 1.364 -0.174 -1.763
C -1.888 0.823 -0.451
O -2.672 -0.370 -0.543
N -1.942 -1.425 -0.093
N -0.768 -1.139 -0.004
H 2.005 0.107 1.515
H 0.494 -0.789 1.720
H 0.451 0.681 2.563
H 2.163 0.529 -1.455
H 1.637 -0.714 -2.749
H 1.426 -1.003 -1.084
H -2.201 1.281 0.505
H -2.196 1.372 -1.320
O -4.633 -0.569 2.729
C -3.542 -1.013 2.674
Cl -2.173 -0.480 3.525
H -3.473 -1.835 1.946
```

---

(6)
This record from OMol25 describes C17H14BrNO3SZr as an isolated structure. The level of theory is ωB97M-V/def2-TZVPD.

Calculated values
ΔE to the lowest compared entry with this formula, charge and spin, kJ/mol: 0.0
HOMO-LUMO gap, hartree: 0.2889
Strongest force on any atom, eV/Å: 5.53
Highest occupied orbital energy, eV: -8.417
Total charge: 0

```
38
C17H14BrNO3SZr | OMol25 | ωB97M-V/def2-TZVPD
C -2.309 -0.511 -2.027
C -2.248 -0.977 -0.668
C -2.162 0.162 0.185
H -2.305 -2.020 -0.322
C -2.072 1.339 -0.637
C -2.241 0.936 -2.002
H -2.356 1.617 -2.845
H -2.505 -1.125 -2.915
H -2.252 0.150 1.274
H -1.966 2.356 -0.288
Zr 0.029 0.075 -1.745
Br 0.116 -2.375 -2.087
C 1.743 1.039 -2.849
C 0.540 1.740 -3.255
C -0.219 0.835 -4.081
H 0.293 2.792 -3.030
C 0.439 -0.418 -4.127
C 1.704 -0.278 -3.442
H 2.523 -0.999 -3.475
H 2.623 1.478 -2.340
H -1.126 1.091 -4.626
H 0.106 -1.286 -4.693
O 0.297 -2.389 0.764
C 0.625 -1.282 1.214
N 0.650 -0.092 0.477
S 0.864 1.291 1.444
O 2.118 1.926 1.147
O -0.350 2.084 1.470
C 0.978 0.316 2.928
C 1.042 0.764 4.255
C 1.006 -0.198 5.256
C 0.901 -1.586 4.945
C 0.815 -2.007 3.641
C 0.921 -1.028 2.632
H 1.132 1.831 4.450
H 1.085 0.103 6.303
H 0.898 -2.324 5.735
H 0.662 -3.033 3.336
```

---

(7)
This record from OMol25 describes one molecule with the formula C4H6N2. The level of theory is ωB97M-V/def2-TZVPD.

Calculated values
ΔE to the lowest compared entry with this formula, charge and spin, kJ/mol: 292.2
HOMO-LUMO gap, hartree: 0.3123
Strongest force on any atom, eV/Å: 0.58
Highest occupied orbital energy, eV: -7.908
Total charge: 0

```
12
C4H6N2 | OMol25 | ωB97M-V/def2-TZVPD
C 1.319 -0.731 -0.928
C 0.185 -0.032 -0.236
C -0.390 -0.495 1.029
N -1.345 0.147 1.586
C -1.345 1.778 -0.828
N -0.409 1.001 -0.724
H 2.113 -0.993 -0.220
H 1.752 -0.093 -1.702
H 0.984 -1.660 -1.407
H 0.053 -1.412 1.437
H -1.649 -0.323 2.438
H -1.251 2.799 -0.452
```

---

(8)
This record from OMol25 describes a 2-piece molecular cluster, C3H6N4O2 overall. The level of theory is ωB97M-V/def2-TZVPD.

Calculated values
ΔE to the lowest compared entry with this formula, charge and spin, kJ/mol: 1085.6
HOMO-LUMO gap, hartree: 0.2649
Strongest force on any atom, eV/Å: 11.15
Highest occupied orbital energy, eV: -8.772
Total charge: 0

```
15
C3H6N4O2 | OMol25 | ωB97M-V/def2-TZVPD
C -0.137 0.519 -0.237
C 2.788 -1.277 0.377
C -2.129 -0.947 -0.342
H -1.333 2.614 -0.551
H 1.309 1.545 0.244
H 3.892 -1.027 0.268
H 2.469 -2.349 0.985
H -1.288 -1.701 -0.815
H -3.676 -0.281 0.647
N 0.458 1.676 -0.226
N 2.127 -0.101 -0.495
N -1.535 0.398 -0.093
N -3.348 -1.159 0.181
O -0.328 2.671 0.297
O 0.730 -0.580 -0.240
```

---

Number 1: DFT total energy -1105.187316 a.u.. Number 2: DFT total energy -227.332379 a.u.. Number 3: DFT total energy -170.680793 a.u.. Number 4: DFT total energy -944.704170 a.u.. Number 5: DFT total energy -1066.436643 a.u.. Number 6: DFT total energy -3955.985550 a.u.. Number 7: DFT total energy -265.424273 a.u.. Number 8: DFT total energy -487.039422 a.u..